No. 1
Molecular formula: C5H34O14
Method: DFT, ωB97M-V/def2-TZVPD

Last columns: bonded neighbours and bond lengths (Å).
Element x y z (Å)
1 C -2.405 3.601 -0.683  O2 1.453, C3 1.531, H8 1.090, H9 1.079
2 O -2.324 4.716 0.245  C1 1.453, H37 0.960
3 C -1.044 2.901 -0.705  C1 1.531, C4 1.517, H10 1.093, H11 1.096
4 C -1.007 1.402 -0.474  C3 1.517, C5 1.566, H12 1.102, H13 1.100
5 C -0.897 0.848 0.987  C4 1.566, C6 1.520, H14 1.087, H15 1.090
6 C 0.503 0.461 1.437  C5 1.520, O7 1.429, H16 1.094, H17 1.098
7 O 0.463 -0.775 2.153  C6 1.429, H34 0.977
8 H -3.253 2.990 -0.376  C1 1.090
9 H -2.585 4.128 -1.606  C1 1.079
10 H -0.498 3.129 -1.624  C3 1.093
11 H -0.308 3.378 -0.049  C3 1.096
12 H -0.294 0.897 -1.145  C4 1.102
13 H -1.838 0.835 -0.920  C4 1.100
14 H -1.477 -0.066 0.877  C5 1.087
15 H -1.410 1.579 1.612  C5 1.090
16 H 0.940 1.200 2.115  C6 1.094
17 H 1.155 0.258 0.577  C6 1.098
18 H 4.883 1.928 1.372  O38 0.972
19 H 2.504 4.229 -1.525  O20 0.966
20 O 1.935 3.451 -1.584  H19 0.966, H30 0.977
21 H 4.220 0.534 -2.070  O23 0.974
22 H 3.614 0.774 -3.362  O23 0.970
23 O 4.386 0.310 -3.003  H21 0.974, H22 0.970
24 H -1.758 -2.294 -3.968  O26 0.962
25 H -2.488 -1.967 -2.692  O26 0.967
26 O -2.554 -2.526 -3.479  H24 0.962, H25 0.967
27 H 1.276 -2.416 -1.189  O29 0.968
28 H -0.087 -2.098 -1.741  O29 0.967
29 O 0.843 -2.131 -2.007  H27 0.968, H28 0.967
30 H 2.359 2.715 -1.102  O20 0.977
31 H 2.290 0.993 -0.404  O32 0.990
32 O 3.153 1.251 -0.813  H31 0.990
33 H 0.482 -3.601 1.476  O35 0.963
34 H 0.801 -1.449 1.532  O7 0.977
35 O 0.503 -3.028 0.703  H33 0.963, H51 1.047
36 H 4.136 2.246 0.127  O38 0.971
37 H -1.880 4.420 1.043  O2 0.960
38 O 4.551 2.697 0.879  H18 0.972, H36 0.971
39 H -4.579 -2.529 1.985  O41 0.959
40 H -4.019 -1.474 2.861  O41 0.972
41 O -4.865 -1.906 2.655  H39 0.959, H40 0.972
42 H -2.539 -4.249 1.402  O44 0.972
43 H -1.408 -4.744 0.631  O44 0.964
44 O -2.136 -5.099 1.154  H42 0.972, H43 0.964
45 H -1.456 -1.911 2.594  O47 0.967
46 H -2.286 -2.335 1.308  O47 1.133
47 O -2.302 -2.354 2.441  H45 0.967, H46 1.133
48 H 5.057 -0.589 0.314  O50 0.957
49 H 3.708 0.179 0.805  O50 0.959
50 O 4.473 -0.352 1.035  H48 0.957, H49 0.959
51 H -0.484 -2.738 0.509  O35 1.047
52 H -2.230 -3.092 -0.366  O53 0.965
53 O -1.825 -2.327 0.060  H52 0.965

<S²>: 0.754
Largest force on an atom: 0.0421 Eh/bohr
E_HOMO (alpha / beta): -6.682 / -6.682 eV
Multiplicity: 2
LUMO level (alpha / beta): 2.1 / -2.7 eV
Total charge: -1

Atom charges from the Mulliken analysis, given in e for atoms 1 to 4: atom 1 (C): -0.48, atom 2 (O): -0.57, atom 3 (C): -0.80, atom 4 (C): -0.76


No. 2
Molecular formula: C5H35NO12
Method: DFT, ωB97M-V/def2-TZVPD

Last columns: bonded neighbours and bond lengths (Å).
Element x y z (Å)
1 C 1.482 3.790 -0.680  C2 1.492, H8 1.063, H9 1.211, H10 1.083
2 C 0.249 2.957 -0.796  C1 1.492, N3 1.508, H11 1.228, H12 1.179
3 N 0.128 2.015 0.375  C2 1.508, C4 1.498, H13 1.152
4 C -0.442 0.748 -0.186  N3 1.498, C5 1.601, H14 1.134, H15 1.200
5 C -1.136 -0.130 0.959  C4 1.601, C6 1.559, O7 1.404, H16 1.108
6 C -1.819 -1.492 0.631  C5 1.559, H17 1.057, H18 1.019, H19 1.064
7 O -0.041 -0.487 1.760  C5 1.404, H20 0.956
8 H 1.705 4.484 -1.454  C1 1.063
9 H 1.380 4.532 0.271  C1 1.211
10 H 2.342 3.142 -0.568  C1 1.083
11 H 0.111 2.372 -1.867  C2 1.228
12 H -0.737 3.602 -0.813  C2 1.179
13 H 1.219 1.873 0.717  N3 1.152
14 H 0.320 0.019 -0.603  C4 1.134
15 H -1.095 1.073 -1.139  C4 1.200
16 H -1.833 0.530 1.514  C5 1.108
17 H -1.531 -1.793 -0.340  C6 1.057
18 H -2.815 -1.389 0.447  C6 1.019
19 H -1.652 -2.217 1.392  C6 1.064
20 H 0.561 0.212 2.012  O7 0.956
21 O 1.302 -3.131 1.452  H22 0.933, H23 0.871
22 H 0.553 -2.655 1.739  O21 0.933
23 H 1.234 -3.258 0.593  O21 0.871
24 O -0.901 1.878 3.202  H25 0.873, H26 0.952
25 H -1.257 1.155 3.537  O24 0.873
26 H -1.372 1.950 2.379  O24 0.952
27 O -1.477 -1.208 -3.299  H28 1.056, H29 1.068
28 H -1.511 -0.244 -3.728  O27 1.056
29 H -0.466 -1.071 -2.982  O27 1.068
30 O 1.615 1.887 2.527  H31 0.981, H32 1.022
31 H 2.177 1.916 3.331  O30 0.981
32 H 0.712 2.092 2.961  O30 1.022
33 O 0.317 -3.464 -0.772  H34 0.931, H35 0.958
34 H 0.885 -3.860 -1.394  O33 0.931
35 H -0.230 -4.163 -0.411  O33 0.958
36 O 1.721 -0.685 -3.225  H37 0.928, H38 0.941
37 H 1.731 -1.166 -2.430  O36 0.928
38 H 2.623 -0.709 -3.490  O36 0.941
39 O 2.516 -2.022 3.676  H40 1.009, H41 0.986
40 H 2.028 -1.159 3.487  O39 1.009
41 H 2.049 -2.590 3.018  O39 0.986
42 O -3.634 1.389 0.434  H43 0.882, H44 0.950
43 H -3.345 2.178 0.169  O42 0.882
44 H -3.567 0.824 -0.327  O42 0.950
45 O -0.062 1.047 -4.072  H46 0.996, H47 0.933
46 H 0.724 0.621 -3.631  O45 0.996
47 H -0.103 0.636 -4.909  O45 0.933
48 O -3.426 -0.720 -1.849  H49 0.959, H50 0.978
49 H -3.888 -1.326 -2.431  O48 0.959
50 H -2.463 -0.871 -1.925  O48 0.978
51 O 3.183 -0.966 0.473  H52 1.045, H53 1.054
52 H 3.021 -0.427 1.353  O51 1.045
53 H 2.672 -1.797 0.873  O51 1.054

Largest force on an atom: 0.1434 Eh/bohr
E_HOMO: -8.986 eV
Structure (SMILES): CCNC[C@@H](C)O.O.O.O.O.O.O.O.O.O.O.O
Multiplicity: 1
LUMO level: -0.2 eV

Atom charges from the Mulliken analysis, given in e for atoms 1 to 4: atom 1 (C): -1.31, atom 2 (C): 0.18, atom 3 (N): -0.05, atom 4 (C): -0.17


No. 3
Molecular formula: C5H36NO13
Method: DFT, ωB97M-V/def2-TZVPD

Last columns: bonded neighbours and bond lengths (Å).
Element x y z (Å)
1 C -0.894 1.502 0.924  O2 1.425, C3 1.545, H8 1.155, H9 1.091
2 O -0.817 0.413 1.841  C1 1.425, H10 0.983
3 C 0.510 1.803 0.354  C1 1.545, C4 1.524, H11 1.096, H12 1.138
4 C 1.370 0.546 0.374  C3 1.524, C5 1.632, H13 1.083, H14 1.104
5 C 0.679 -0.785 -0.270  C4 1.632, N7 1.447, H15 1.137, H16 1.069
6 C 1.143 -1.378 -2.702  N7 1.407, H17 1.099, H18 1.099, O52 1.517
7 N 0.505 -0.627 -1.698  C5 1.447, C6 1.407, H19 1.001
8 H -1.641 0.986 0.210  C1 1.155
9 H -1.341 2.386 1.380  C1 1.091
10 H -0.452 0.639 2.725  O2 0.983
11 H 1.021 2.654 0.818  C3 1.096
12 H 0.364 2.130 -0.726  C3 1.138
13 H 2.333 0.659 -0.108  C4 1.083
14 H 1.559 0.249 1.421  C4 1.104
15 H 1.387 -1.581 0.127  C5 1.137
16 H -0.211 -1.117 0.222  C5 1.069
17 H 1.323 -0.902 -3.676  C6 1.099
18 H 2.029 -1.883 -2.291  C6 1.099
19 H -0.200 0.073 -1.819  N7 1.001
20 H -3.127 0.871 -1.869  O22 0.944
21 H -2.450 1.726 -3.107  O22 0.971
22 O -2.438 0.962 -2.508  H20 0.944, H21 0.971
23 H -1.372 -4.352 -1.443  O25 0.951
24 H -0.224 -4.151 -0.368  O25 0.973
25 O -0.500 -4.005 -1.289  H23 0.951, H24 0.973
26 H 0.380 -4.368 1.928  O28 0.969
27 H -0.364 -3.094 1.245  O28 1.005
28 O 0.355 -3.791 1.150  H26 0.969, H27 1.005
29 H -1.413 -1.076 1.410  O31 1.002
30 H -1.249 -1.601 2.649  O31 0.979
31 O -1.537 -1.992 1.799  H29 1.002, H30 0.979
32 H -3.158 -1.458 -0.204  O34 0.949
33 H -4.251 -2.293 -0.862  O34 0.960
34 O -3.807 -1.442 -0.896  H32 0.949, H33 0.960
35 H 1.488 4.504 2.779  O37 1.038
36 H 2.687 4.651 1.914  O37 0.984
37 O 2.459 4.141 2.724  H35 1.038, H36 0.984
38 H 1.699 3.031 -3.073  O40 0.962
39 H 1.376 1.803 -2.210  O40 0.954
40 O 2.020 2.494 -2.343  H38 0.962, H39 0.954
41 H 2.285 3.659 -0.621  O43 0.957
42 H 2.518 5.102 -0.715  O43 0.953
43 O 2.318 4.435 -0.063  H41 0.957, H42 0.953
44 H -2.371 -1.128 -3.744  O46 0.963
45 H -2.875 -1.723 -2.389  O46 0.971
46 O -2.358 -1.915 -3.189  H44 0.963, H45 0.971
47 H 0.705 -0.325 4.252  O49 0.960
48 H -0.608 -0.939 5.095  O49 0.970
49 O -0.216 -0.594 4.277  H47 0.960, H48 0.970
50 H 0.108 -3.209 -2.324  O52 1.085
51 H -0.733 -2.137 -3.002  O52 1.027
52 O 0.219 -2.499 -3.137  C6 1.517, H50 1.085, H51 1.027
53 H 2.428 1.206 3.241  O55 0.953
54 H 1.743 2.240 4.180  O55 0.948
55 O 1.597 1.501 3.605  H53 0.953, H54 0.948

<S²>: 0.755
Largest force on an atom: 0.0698 Eh/bohr
E_HOMO (alpha / beta): -15.515 / -15.510 eV
Multiplicity: 2
LUMO level (alpha / beta): -5.8 / -11.5 eV
Total charge: +2

Atom charges from the Mulliken analysis, given in e for atoms 1 to 4: atom 1 (C): -0.56, atom 2 (O): -0.55, atom 3 (C): 0.41, atom 4 (C): -0.38


No. 4
Molecular formula: C5H36O13
Method: DFT, ωB97M-V/def2-TZVPD

Last columns: bonded neighbours and bond lengths (Å).
Element x y z (Å)
1 C -0.312 0.929 1.446  C2 1.535, H6 1.097, H7 1.172, H8 1.061
2 C -0.782 -0.505 1.731  C1 1.535, C3 1.375, C5 1.526
3 C 0.261 -1.381 1.542  C2 1.375, C4 1.475, H9 1.105
4 C 0.072 -2.744 2.071  C3 1.475, H10 1.112, H11 1.075, H12 1.131
5 C -2.228 -0.838 2.088  C2 1.526, H13 1.104, H14 1.116, H15 1.235
6 H -1.112 1.676 1.372  C1 1.097
7 H -0.014 0.696 0.337  C1 1.172
8 H 0.640 1.135 1.868  C1 1.061
9 H 1.271 -1.241 1.116  C3 1.105
10 H -0.251 -2.525 3.113  C4 1.112
11 H -0.424 -3.493 1.480  C4 1.075
12 H 0.979 -3.311 2.440  C4 1.131
13 H -2.355 -0.918 3.182  C5 1.104
14 H -2.408 -1.896 1.781  C5 1.116
15 H -3.228 -0.136 1.912  C5 1.235
16 H 1.808 -2.679 0.415  O18 1.048
17 H 2.033 -4.316 -0.052  O18 0.939
18 O 1.606 -3.494 -0.212  H16 1.048, H17 0.939
19 H 1.877 -2.777 -2.728  O21 0.996
20 H 2.880 -2.468 -1.675  O21 0.926
21 O 2.310 -2.018 -2.249  H19 0.996, H20 0.926
22 H 4.556 -0.522 -0.087  O24 1.029
23 H 3.109 -0.624 0.233  O24 0.983
24 O 3.947 -0.982 0.602  H22 1.029, H23 0.983
25 H 0.647 2.629 1.327  O27 1.056
26 H -0.002 3.928 2.249  O27 0.893
27 O 0.489 3.647 1.558  H25 1.056, H26 0.893
28 H -2.605 -2.133 -0.350  O30 0.943
29 H -3.725 -1.672 -1.142  O30 0.973
30 O -3.546 -2.203 -0.347  H28 0.943, H29 0.973
31 H 1.180 -4.181 -1.667  O33 0.961
32 H 0.017 -3.868 -2.557  O33 0.950
33 O 0.961 -3.973 -2.579  H31 0.961, H32 0.950
34 H -2.643 1.098 -0.758  O36 0.996
35 H -3.498 -0.085 -0.488  O36 1.010
36 O -3.617 0.894 -0.705  H34 0.996, H35 1.010
37 H 0.863 3.471 -1.724  O39 0.965
38 H 0.728 4.287 -0.580  O39 1.022
39 O 0.254 4.178 -1.479  H37 0.965, H38 1.022
40 H 1.592 1.192 -2.461  O42 0.950
41 H 0.112 1.616 -2.007  O42 0.890
42 O 0.917 1.844 -2.312  H40 0.950, H41 0.890
43 H 3.008 3.036 0.623  O45 0.956
44 H 2.653 2.062 -0.666  O45 1.022
45 O 2.806 2.145 0.341  H43 0.956, H44 1.022
46 H -1.340 2.807 -1.486  O48 0.962
47 H -1.034 3.065 0.008  O48 1.050
48 O -1.179 2.294 -0.689  H46 0.962, H47 1.050
49 H 0.838 -1.252 -1.968  O51 1.018
50 H -0.605 -0.794 -1.793  O51 0.922
51 O 0.171 -0.523 -2.211  H49 1.018, H50 0.922
52 H -2.258 1.826 3.631  O54 1.015
53 H -2.938 1.464 2.338  O54 0.975
54 O -2.922 2.209 2.967  H52 1.015, H53 0.975

Largest force on an atom: 0.1417 Eh/bohr
E_HOMO: -9.157 eV
Multiplicity: 1
LUMO level: -0.2 eV

Atom charges from the Mulliken analysis, given in e for atoms 1 to 4: atom 1 (C): -0.70, atom 2 (C): 0.78, atom 3 (C): 0.70, atom 4 (C): -1.81


Relative energy (zero: lowest compared OMol25 entry of this formula, charge and spin) (computed, eV): 0.164; 6.186; 0.000; 5.078
Energy (computed, eV): -34399.6903; -31809.5259; -33858.3315; -32381.0835